# 1
83
Properties=species:S:1:pos:R:3:mulliken_charge:R:1 method="wB97M-V/def2-TZVPD" total_charge=+1 multiplicity=3 relative_energy_kcal_mol=2.0 homo_lumo_gap_ev="7.16 / 7.31" largest_force_ev_per_a=0.882 s2=2.0068 e_tot_ha=-10535.68048
Ni 0.5412 -1.5178 -0.9724 0.99
C 2.5950 -3.5157 0.2964 -1.41
N 2.2780 -2.0771 0.2557 1.42
C 2.0925 -1.6042 1.6438 -0.62
C 3.3694 -1.3297 -0.3897 -0.12
C 3.3118 -1.5337 -1.8841 -1.22
N 2.0018 -1.0831 -2.4225 0.72
C 2.0403 0.3856 -2.6259 -0.84
C 1.7421 -1.7729 -3.7009 -1.17
H 3.5590 -3.6645 0.7944 0.32
H 2.6400 -3.9448 -0.7020 0.37
H 1.8272 -4.0465 0.8519 0.33
H 2.9839 -1.8002 2.2491 0.47
H 1.2507 -2.1323 2.0894 0.13
H 1.9018 -0.5330 1.6531 -0.36
H 4.3453 -1.6450 -0.0046 0.52
H 3.2441 -0.2800 -0.1523 -0.17
H 3.4391 -2.5835 -2.1408 0.43
H 4.1221 -0.9809 -2.3664 0.43
H 2.7879 0.6498 -3.3802 0.42
H 2.2920 0.8867 -1.6928 0.12
H 1.0693 0.7520 -2.9527 0.06
H 2.5595 -1.5950 -4.4057 0.39
H 0.8163 -1.4152 -4.1446 0.31
H 1.6475 -2.8445 -3.5261 0.33
C -1.5214 -2.3964 2.6171 -0.92
O -1.2828 -1.0765 2.0721 -0.30
C -0.6331 -0.1815 2.8547 -0.39
O -0.2353 -0.4152 3.9588 -0.57
C -0.4375 1.1186 2.1147 0.43
C -0.5335 2.2925 2.7474 0.96
As 0.0422 4.1922 2.2187 0.22
C -1.7142 4.7033 1.5298 -1.08
C 0.9399 3.2020 0.7370 -0.20
C 0.2229 2.6337 -0.2396 0.80
As -0.2542 0.7690 0.1420 1.71
C -2.1831 0.9868 -0.1200 -1.54
C -0.5481 3.4855 -1.2094 -0.22
O -0.6309 4.6802 -1.1695 -0.55
O -0.9602 2.7572 -2.2676 -0.14
C -1.6092 3.5029 -3.3213 -0.89
C 2.0593 2.3646 1.3104 0.13
O 2.4587 1.3403 0.7969 -0.63
O 2.5484 2.8471 2.4379 -0.37
C 3.5856 2.0706 3.0778 -0.67
C -1.1148 2.3922 4.1409 -0.17
O -0.7181 3.1952 4.9456 -0.56
O -2.1716 1.6052 4.3160 -0.23
C -2.7732 1.6651 5.6277 -0.80
H -1.4772 -3.0879 1.7786 0.17
H -2.5080 -2.4181 3.0719 0.29
H -0.7718 -2.6422 3.3608 0.46
H -2.2901 5.0072 2.4038 0.39
H -2.2381 3.9088 1.0065 0.28
H -1.5946 5.5541 0.8671 0.36
H -2.4979 1.9255 0.3308 0.55
H -2.6751 0.1657 0.3988 0.42
H -2.4439 0.9729 -1.1726 0.27
H -2.2847 2.8106 -3.8147 0.25
H -0.8624 3.8671 -4.0236 0.30
H -2.1586 4.3443 -2.9159 0.41
H 3.8052 2.5893 4.0032 0.29
H 4.4653 2.0273 2.4415 0.30
H 3.2264 1.0644 3.2797 0.25
H -3.5516 0.9124 5.6225 0.27
H -3.1930 2.6518 5.7999 0.32
H -2.0324 1.4504 6.3912 0.33
N -1.0122 -7.3421 -2.8899 -0.47
C -0.5100 -6.5589 -2.2045 0.40
N 0.1157 -5.7005 -1.4071 -0.68
C 0.0019 -4.4956 -1.1424 0.60
N -0.0658 -3.3564 -0.8155 -0.49
Br -5.4055 -1.0208 -4.2771 -0.09
C -3.7473 -1.0723 -3.4160 -0.08
C -3.5839 -1.8069 -2.2562 -0.90
C -2.3374 -1.8232 -1.6646 -0.26
N -1.2764 -1.1594 -2.1532 0.66
C -1.4642 -0.4467 -3.2686 -0.12
C -2.6704 -0.3757 -3.9364 -1.19
H -4.4037 -2.3647 -1.8222 0.51
H -2.1718 -2.4003 -0.7675 0.37
H -0.6174 0.1047 -3.6530 0.39
H -2.7624 0.2058 -4.8439 0.55

---

# 2
78
Properties=species:S:1:pos:R:3:mulliken_charge:R:1 method="wB97M-V/def2-TZVPD" total_charge=0 multiplicity=1 relative_energy_kcal_mol=0.0 homo_lumo_gap_ev=6.13 largest_force_ev_per_a=3.843 e_tot_ha=-3070.67580
Be 0.2325 1.7855 -0.0516 -0.37
N 3.2945 3.6949 0.6583 0.09
C 3.8537 3.4536 -0.5978 0.19
C 5.0219 3.7628 -1.2187 -0.86
C 5.2735 3.3504 -2.5256 -0.70
C 4.3253 2.4612 -3.1562 -0.52
C 3.2136 2.0048 -2.5035 -0.47
C 2.9674 2.5147 -1.1989 0.62
N 1.9431 2.1996 -0.2989 0.65
C 2.1755 2.9285 0.8110 0.11
C 1.2087 2.9123 1.8385 -0.27
C 1.1569 3.7562 2.9281 -0.31
S -0.3513 3.6234 3.7042 -0.17
C -0.8377 2.3660 2.5996 -0.33
N 0.0468 2.1332 1.6632 0.51
H 3.6030 4.3835 1.3447 0.24
H 5.7087 4.3611 -0.6386 0.39
H 6.1965 3.5722 -3.0143 0.41
H 4.4558 2.0626 -4.1521 0.42
H 2.4847 1.3800 -3.0679 0.34
H 1.9055 4.3959 3.4366 0.35
H -1.7457 1.8163 2.6780 0.51
O -0.4707 2.7951 -1.0578 -0.20
N -1.5963 3.3985 -0.5924 0.44
C -2.7204 2.6677 -0.5990 -0.08
C -3.9016 3.1880 -0.1032 -0.90
C -3.8177 4.4909 0.4049 -0.29
C -2.6479 5.2622 0.2951 -0.86
C -1.4510 4.7377 -0.2651 0.10
S -0.1603 5.7312 -0.7095 -0.36
H -2.5680 1.6312 -0.9861 0.47
H -4.8371 2.6157 -0.1005 0.41
H -4.6763 4.8579 0.9349 0.39
H -2.6032 6.2939 0.4996 0.48
C -3.7991 -4.2210 -0.2251 -1.68
C -3.2851 -2.7874 -0.3636 1.66
C -3.7831 -1.8821 0.7359 -1.05
C -3.4547 -2.2111 -1.7548 -1.24
O -1.7858 -2.8752 -0.2517 -0.21
Si -0.5610 -1.8341 0.0171 -0.64
S -0.7623 0.0582 -0.9205 -0.66
O -0.3260 -1.5052 1.5786 0.42
C 0.3672 -2.1024 2.7739 1.70
C 1.8276 -1.6991 2.7140 -1.25
C -0.4025 -1.4797 3.9320 -1.42
C 0.1857 -3.6326 2.6849 -1.40
O 0.7254 -2.5757 -0.6345 0.00
C 1.1916 -2.8299 -2.0014 1.91
C 2.7297 -2.9462 -1.8356 -1.86
C 0.9873 -1.6982 -2.9566 -1.76
C 0.5692 -4.1767 -2.4424 -1.22
H -4.8964 -4.3537 -0.1991 0.35
H -3.4481 -4.6066 0.7253 0.36
H -3.3814 -4.8242 -1.0484 0.35
H -4.8474 -1.5899 0.5697 0.43
H -3.1552 -0.9993 0.6959 0.10
H -3.6795 -2.3665 1.7305 0.25
H -4.4427 -2.2688 -2.1258 0.58
H -2.8005 -2.7244 -2.4667 0.19
H -3.2061 -1.1367 -1.7210 0.09
H 1.9828 -0.6135 2.7387 0.13
H 2.2513 -2.0830 1.7752 0.16
H 2.4500 -2.0440 3.5247 0.45
H -0.2931 -0.3651 3.8743 0.11
H -0.0406 -1.9224 4.8362 0.46
H -1.4669 -1.7232 3.8180 0.30
H 0.7824 -4.0351 1.8493 0.18
H -0.8431 -3.9035 2.5240 0.26
H 0.5429 -4.1325 3.5790 0.50
H 3.1160 -1.9536 -1.6930 0.39
H 3.2139 -3.3215 -2.7359 0.43
H 2.9667 -3.6187 -1.0308 0.37
H 1.4503 -0.7683 -2.6147 0.18
H -0.0679 -1.4735 -3.1027 0.30
H 1.4667 -1.9685 -3.8985 0.60
H 1.1246 -5.0153 -1.9809 0.34
H 0.6084 -4.2113 -3.5501 0.33
H -0.4943 -4.1671 -2.0823 0.05

---

# 3
74
Properties=species:S:1:pos:R:3:nbo_charge:R:1 method="wB97M-V/def2-TZVPD" total_charge=0 multiplicity=1 relative_energy_kcal_mol=3.4 homo_lumo_gap_ev=9.69 smiles="COCCN(C(=O)CCC(=O)Nc1cc(C)on1)[C@H](C(=O)NC1CCCC1)c1ccc(C(C)C)cc1" largest_force_ev_per_a=1.102 e_tot_ha=-1646.90900
C 2.6620 -0.6638 -2.3045 -0.26
O 1.3075 -0.2746 -2.1972 -0.58
C 0.4494 -1.3783 -1.9889 -0.08
C -1.0031 -0.9020 -1.8752 -0.24
N -1.1760 0.0509 -0.8044 -0.43
C -0.9292 1.3738 -0.9358 0.71
O -0.8178 2.1036 0.0392 -0.67
C -0.8723 1.9341 -2.3485 -0.52
C -0.5776 3.4296 -2.3169 -0.49
C 0.7196 3.8556 -1.6510 0.72
O 0.8862 4.9880 -1.2636 -0.60
N 1.6983 2.9001 -1.5961 -0.64
C 2.9815 3.1228 -1.1581 0.33
C 3.5366 4.2746 -0.5385 -0.38
C 4.8417 3.9346 -0.3391 0.34
C 5.9757 4.6609 0.2801 -0.66
O 5.0562 2.6887 -0.7987 -0.28
N 3.8966 2.1898 -1.3066 -0.21
C -1.4210 -0.4597 0.5534 -0.16
C -0.0953 -0.8876 1.2230 0.68
O 0.2515 -2.0389 1.4049 -0.65
N 0.6323 0.1742 1.5962 -0.62
C 1.8879 0.0509 2.3040 -0.07
C 3.1082 0.1297 1.3633 -0.41
C 4.1067 1.0285 2.0862 -0.41
C 3.2048 2.0566 2.7610 -0.41
C 2.0671 1.1987 3.3161 -0.40
C -2.5273 -1.4847 0.5478 -0.07
C -3.8378 -1.0304 0.6496 -0.19
C -4.8990 -1.9148 0.6163 -0.21
C -4.6866 -3.2813 0.4857 0.00
C -5.8513 -4.2396 0.4577 -0.24
C -5.7957 -5.1908 1.6549 -0.59
C -5.8833 -5.0224 -0.8566 -0.59
C -3.3763 -3.7318 0.3895 -0.24
C -2.3102 -2.8508 0.4112 -0.14
H 3.2596 0.2475 -2.2913 0.23
H 2.9494 -1.2955 -1.4584 0.17
H 2.8307 -1.2194 -3.2341 0.16
H 0.5299 -2.0836 -2.8299 0.17
H 0.7428 -1.9035 -1.0702 0.19
H -1.6328 -1.7707 -1.6705 0.24
H -1.3260 -0.4613 -2.8186 0.21
H -1.8512 1.7796 -2.8120 0.24
H -0.1319 1.3996 -2.9425 0.24
H -0.5459 3.8196 -3.3383 0.24
H -1.3746 3.9572 -1.7898 0.25
H 1.5190 1.9534 -1.9041 0.43
H 3.0267 5.1815 -0.3004 0.27
H 6.8535 4.5996 -0.3599 0.24
H 5.7050 5.7008 0.4331 0.24
H 6.2267 4.2123 1.2409 0.23
H -1.7784 0.4121 1.1173 0.25
H 0.3246 1.1032 1.3286 0.43
H 1.8528 -0.9213 2.8044 0.23
H 3.5150 -0.8550 1.1419 0.21
H 2.8105 0.5963 0.4234 0.21
H 4.8296 1.4693 1.4035 0.22
H 4.6495 0.4589 2.8425 0.19
H 3.7135 2.6243 3.5390 0.21
H 2.8205 2.7577 2.0179 0.20
H 1.1442 1.7635 3.4409 0.21
H 2.3487 0.7928 4.2880 0.21
H -4.0284 0.0284 0.7554 0.21
H -5.9085 -1.5367 0.6971 0.21
H -6.7756 -3.6551 0.5288 0.20
H -4.9044 -5.8117 1.6135 0.20
H -6.6680 -5.8407 1.6602 0.21
H -5.7772 -4.6272 2.5851 0.21
H -6.7632 -5.6610 -0.8920 0.21
H -5.9164 -4.3405 -1.7038 0.21
H -5.0011 -5.6498 -0.9551 0.20
H -3.1753 -4.7883 0.2932 0.21
H -1.3032 -3.2306 0.3557 0.24